Entry 1:
C5H10NO3 | ωB97M-V with the def2-TZVPD basis set

**2S+1**: 1
**LUMO**: -4.73 eV
**Net charge**: +1
**HOMO**: -14.08 eV
**Orbital gap**: 9.4 eV
**E_tot**: -12970.4525 eV

Positions of all 19 atoms, in Å:
C  2.29  0.21  -0.06
C  -2.11  0.05  0.97
C  -2.11  1.41  0.24
C  -2.55  0.15  -0.43
C  3.31  -0.86  0.10
N  -2.66  -0.70  -1.38
O  2.68  1.44  -0.33
O  -0.91  1.94  -0.05
O  1.11  -0.02  0.02
H  -0.96  -0.30  0.88
H  -2.68  -0.24  1.81
H  -2.83  2.11  0.51
H  4.20  -0.36  -0.05
H  3.25  -1.51  -0.69
H  3.04  -1.44  1.03
H  -2.60  -0.29  -2.31
H  -2.78  -1.73  -1.29
H  2.20  2.24  -0.45
H  -0.26  1.30  0.26



Entry 2:
C5H10NO4 | ωB97M-V with the def2-TZVPD basis set

**2S+1**: 2
**LUMO (spin up / spin down)**: -0.89 / -4.79 eV
**Net charge**: 0
**HOMO (spin up / spin down)**: -9.92 / -9.92 eV
**Orbital gap (spin up / spin down)**: 9.0 / 5.1 eV
**E_tot**: -15020.4353 eV

Positions of all 20 atoms, in Å:
N  0.20  -0.30  0.27
O  -0.17  -1.47  0.58
O  -0.64  0.53  -0.16
O  1.41  0.03  0.39
C  -3.12  4.74  2.02
C  -2.22  4.15  3.11
C  -2.43  4.88  4.43
C  -2.52  2.65  3.28
C  -1.61  1.69  3.17
O  -0.84  4.32  2.77
H  -4.17  4.65  2.30
H  -2.88  5.80  1.87
H  -2.97  4.20  1.07
H  -3.47  4.78  4.76
H  -1.79  4.46  5.21
H  -2.22  5.95  4.33
H  -3.58  2.45  3.53
H  -1.91  0.65  3.30
H  -0.55  1.88  2.96
H  -0.69  3.89  1.91



Entry 3:
C5H10NO4P | ωB97M-V with the def2-TZVPD basis set

**2S+1**: 1
**LUMO**: 5.83 eV
**Net charge**: -2
**SMILES**: C[C@@H](C(=O)N(C)C)P(=O)([O-])[O-]
**HOMO**: 0.24 eV
**Orbital gap**: 5.6 eV
**E_tot**: -24315.9788 eV

Positions of all 21 atoms, in Å:
C  -1.61  1.98  1.14
C  -1.39  1.05  0.05
C  0.36  0.66  -0.14
O  1.09  1.50  -0.61
N  0.84  -0.48  0.36
C  2.29  -0.72  0.35
C  0.03  -1.68  0.80
P  -2.77  -0.32  0.03
O  -3.96  0.66  -0.21
O  -2.37  -1.28  -1.11
O  -2.71  -0.95  1.38
H  -1.52  1.39  2.09
H  -1.17  2.94  1.08
H  -2.77  2.16  0.99
H  -1.58  1.61  -0.84
H  2.55  0.02  -0.31
H  2.70  -0.57  1.27
H  2.36  -1.69  -0.22
H  0.32  -1.93  1.87
H  -1.03  -1.37  0.61
H  0.36  -2.56  0.19



Entry 4:
C5H10NOS | ωB97M-V with the def2-TZVPD basis set

**2S+1**: 1
**LUMO**: 3.44 eV
**Net charge**: -1
**SMILES**: CCC(=O)NCC[S-]
**HOMO**: -2.55 eV
**Orbital gap**: 6.0 eV
**E_tot**: -19720.6756 eV

Positions of all 18 atoms, in Å:
C  -1.47  2.23  -0.48
C  -1.10  0.80  -0.30
C  -0.13  0.73  0.94
O  -0.11  1.72  1.65
N  0.60  -0.35  1.22
C  0.56  -1.62  0.36
C  1.57  -1.70  -0.80
S  2.08  -3.30  -1.36
H  -1.73  2.48  0.54
H  -2.33  2.35  -1.19
H  -0.58  2.82  -0.68
H  -2.02  0.30  0.09
H  -0.55  0.34  -1.14
H  1.16  -0.39  1.97
H  -0.53  -1.65  0.13
H  0.80  -2.45  1.01
H  2.51  -1.28  -0.44
H  1.26  -1.03  -1.51



Entry 5:
C5H10NOS | ωB97M-V with the def2-TZVPD basis set

**2S+1**: 1
**LUMO**: 3.40 eV
**Net charge**: -1
**SMILES**: CN(C)C(=O)CC[S-]
**HOMO**: -2.56 eV
**Orbital gap**: 6.0 eV
**E_tot**: -19720.8887 eV

Positions of all 18 atoms, in Å:
C  -0.13  0.36  1.48
N  -0.10  0.98  0.18
C  -0.62  2.30  0.09
C  0.05  0.25  -1.00
O  0.38  0.79  -2.03
C  -0.24  -1.23  -0.90
C  1.04  -2.01  -0.51
S  0.78  -3.43  0.62
H  -1.03  0.59  2.03
H  -0.05  -0.73  1.40
H  0.75  0.69  2.03
H  -0.69  2.65  -0.94
H  -0.07  3.09  0.59
H  -1.66  2.41  0.44
H  -1.03  -1.47  -0.20
H  -0.59  -1.51  -1.89
H  1.49  -2.38  -1.43
H  1.73  -1.36  0.04



Entry 6:
C5H10NOS | ωB97M-V with the def2-TZVPD basis set

**2S+1**: 1
**LUMO**: 3.60 eV
**Net charge**: -1
**SMILES**: CN(C)C(=O)CC[S-]
**HOMO**: -2.58 eV
**Orbital gap**: 6.2 eV
**E_tot**: -19720.8678 eV

Positions of all 18 atoms, in Å:
C  1.13  -0.77  1.14
N  1.49  0.04  -0.02
C  2.67  -0.32  -0.77
C  0.72  1.06  -0.51
O  1.20  1.97  -1.17
C  -0.77  1.04  -0.18
C  -1.46  -0.29  -0.50
S  -2.16  -1.14  0.95
H  0.72  -1.73  0.85
H  2.05  -0.89  1.72
H  0.28  -0.34  1.66
H  2.97  0.57  -1.32
H  2.49  -1.22  -1.36
H  3.50  -0.51  -0.08
H  -0.85  1.33  0.87
H  -1.18  1.85  -0.78
H  -2.27  -0.16  -1.22
H  -0.75  -0.86  -1.12



Entry 7:
C5H10NOS | ωB97M-V with the def2-TZVPD basis set

**2S+1**: 1
**LUMO**: -4.91 eV
**Net charge**: +1
**HOMO**: -14.54 eV
**Orbital gap**: 9.6 eV
**E_tot**: -19708.8097 eV

Positions of all 18 atoms, in Å:
C  2.71  1.91  -0.27
C  -0.80  0.94  -0.82
C  -0.92  -1.62  -0.57
C  -0.78  -0.02  1.36
C  -0.39  -0.27  -0.10
N  2.18  0.85  -0.24
O  1.74  -1.42  0.92
S  1.40  -0.87  -0.35
H  3.35  2.78  -0.04
H  -0.24  1.78  -0.74
H  -0.87  0.54  -1.89
H  -1.84  1.21  -0.59
H  -1.19  -2.09  0.33
H  0.11  -2.21  -0.97
H  -1.78  -1.68  -1.28
H  -1.82  0.24  1.43
H  -0.74  -0.87  2.07
H  -0.11  0.80  1.75



Entry 8:
C5H10O | ωB97M-V with the def2-TZVPD basis set

**2S+1**: 1
**LUMO**: 1.06 eV
**Net charge**: 0
**SMILES**: CCC1(O)CC1
**HOMO**: -9.57 eV
**Orbital gap**: 10.6 eV
**E_tot**: -7393.1095 eV

Positions of all 16 atoms, in Å:
C  -1.68  0.02  0.88
C  -1.05  -0.46  -0.42
C  0.42  -0.14  -0.59
O  0.84  -0.61  -1.86
C  1.36  0.94  -0.12
C  1.25  -0.31  0.69
H  -1.31  1.02  1.13
H  -1.43  -0.64  1.71
H  -2.76  0.07  0.80
H  -1.06  -1.56  -0.45
H  -1.63  -0.15  -1.29
H  0.93  0.19  -2.39
H  2.23  0.89  -0.77
H  1.13  1.93  0.25
H  0.68  -0.17  1.61
H  2.06  -1.01  0.81



Entry 9:
C5H10O | ωB97M-V with the def2-TZVPD basis set

**2S+1**: 1
**LUMO**: 1.17 eV
**Net charge**: 0
**SMILES**: CCC[C@H]1CO1
**HOMO**: -10.17 eV
**Orbital gap**: 11.3 eV
**E_tot**: -7393.4159 eV

Positions of all 16 atoms, in Å:
C  -1.72  1.03  0.01
C  -1.37  -0.40  0.38
C  0.12  -0.61  0.69
C  1.00  -0.53  -0.54
C  2.28  0.19  -0.56
O  2.24  -1.22  -0.45
H  -1.14  1.38  -0.85
H  -1.53  1.72  0.84
H  -2.78  1.12  -0.26
H  -1.64  -1.08  -0.44
H  -1.96  -0.72  1.25
H  0.27  -1.60  1.13
H  0.45  0.12  1.45
H  0.49  -0.68  -1.50
H  2.70  0.56  -1.50
H  2.60  0.72  0.34



Entry 10:
C5H10O | ωB97M-V with the def2-TZVPD basis set

**2S+1**: 1
**LUMO (spin up / spin down)**: 1.05 / 0.96 eV
**Net charge**: 0
**HOMO (spin up / spin down)**: -6.87 / -7.49 eV
**Orbital gap (spin up / spin down)**: 7.9 / 8.5 eV
**E_tot**: -7390.1141 eV

Positions of all 16 atoms, in Å:
C  2.23  -0.02  -0.46
C  1.37  0.85  0.38
O  0.06  0.70  0.43
C  -0.45  -0.60  0.80
C  -1.91  -0.37  0.43
C  -1.70  0.38  -0.84
H  3.28  0.27  -0.32
H  1.98  0.10  -1.53
H  2.16  -1.09  -0.23
H  -0.16  -0.79  1.85
H  1.67  1.88  0.54
H  -0.02  -1.37  0.15
H  -2.45  -1.32  0.35
H  -2.41  0.25  1.18
H  -1.49  -0.20  -1.74
H  -2.18  1.34  -1.00



Entry 11:
C5H10O | ωB97M-V with the def2-TZVPD basis set

**2S+1**: 1
**LUMO**: 1.12 eV
**Net charge**: 0
**HOMO**: -10.04 eV
**Orbital gap**: 11.2 eV
**E_tot**: -7391.4130 eV

Positions of all 16 atoms, in Å:
C  2.10  0.56  0.17
C  1.00  -0.13  -0.65
C  -0.31  -0.41  0.16
C  -1.57  -0.98  -0.45
O  -2.25  -0.41  0.75
C  -1.24  0.67  0.66
H  2.35  -0.07  1.03
H  1.76  1.53  0.54
H  3.01  0.72  -0.42
H  1.40  -1.05  -1.09
H  0.78  0.52  -1.53
H  -0.75  -0.99  1.16
H  -1.63  -2.06  -0.58
H  -2.03  -0.44  -1.29
H  -0.97  1.17  1.60
H  -1.65  1.38  -0.06



Entry 12:
C5H10O | ωB97M-V with the def2-TZVPD basis set

**2S+1**: 1
**LUMO**: 0.92 eV
**Net charge**: 0
**HOMO**: -7.96 eV
**Orbital gap**: 8.9 eV
**E_tot**: -7390.5351 eV

Positions of all 16 atoms, in Å:
O  2.59  -0.49  -0.38
C  1.23  -0.49  0.89
C  0.23  -0.09  -0.02
C  -0.99  -0.91  -0.46
C  -1.86  0.36  -0.25
C  -0.60  1.20  0.04
H  3.14  0.31  -0.27
H  1.33  -1.54  1.17
H  1.64  0.21  1.61
H  1.47  -0.16  -0.76
H  -1.26  -1.77  0.17
H  -0.96  -1.26  -1.50
H  -2.45  0.68  -1.12
H  -2.53  0.28  0.61
H  -0.60  1.73  1.00
H  -0.36  1.93  -0.74



Entry 13:
C5H10O | ωB97M-V with the def2-TZVPD basis set

**2S+1**: 1
**LUMO**: 1.19 eV
**Net charge**: 0
**HOMO**: -9.56 eV
**Orbital gap**: 10.8 eV
**E_tot**: -7393.7912 eV

Positions of all 16 atoms, in Å:
C  2.11  0.86  -0.03
C  1.05  -0.10  -0.51
C  0.20  -0.92  0.47
C  -0.96  -0.38  -0.39
C  -2.25  0.09  0.24
O  -0.11  0.65  -0.95
H  2.42  1.48  -0.87
H  1.65  1.53  0.71
H  2.99  0.38  0.41
H  1.43  -0.75  -1.33
H  0.31  -2.02  0.49
H  0.22  -0.51  1.49
H  -1.20  -1.10  -1.19
H  -2.73  -0.79  0.69
H  -2.09  0.83  1.03
H  -2.93  0.50  -0.51



Entry 14:
C5H10O | ωB97M-V with the def2-TZVPD basis set

**2S+1**: 1
**LUMO**: 1.16 eV
**Net charge**: 0
**SMILES**: COC1CCC1
**HOMO**: -9.46 eV
**Orbital gap**: 10.6 eV
**E_tot**: -7393.2240 eV

Positions of all 16 atoms, in Å:
C  -1.58  -0.60  1.61
O  -0.19  -0.43  1.43
C  0.09  0.40  0.34
C  -0.31  -0.08  -1.08
C  1.18  0.01  -1.51
C  1.57  0.47  -0.08
H  -1.97  -1.43  1.00
H  -2.11  0.33  1.37
H  -1.78  -0.80  2.67
H  -0.36  1.39  0.55
H  -0.80  -1.05  -1.20
H  -0.96  0.69  -1.48
H  1.38  0.76  -2.28
H  1.64  -0.93  -1.83
H  2.23  -0.20  0.47
H  1.98  1.48  0.01



Entry 15:
C5H10O | ωB97M-V with the def2-TZVPD basis set

**2S+1**: 1
**LUMO**: 0.13 eV
**Net charge**: 0
**HOMO**: -6.04 eV
**Orbital gap**: 6.2 eV
**E_tot**: -7388.6654 eV

Positions of all 16 atoms, in Å:
C  2.30  0.11  0.27
O  1.20  -0.80  0.57
C  0.05  -0.37  0.30
C  -0.51  0.93  -0.04
C  -1.92  0.31  0.14
C  -1.24  -1.09  0.24
H  2.21  1.01  0.89
H  2.19  0.31  -0.81
H  3.21  -0.43  0.51
H  0.61  -0.26  -2.02
H  -0.17  1.87  0.40
H  -0.16  0.77  -1.16
H  -2.58  0.44  -0.72
H  -2.44  0.61  1.05
H  -1.49  -1.74  1.08
H  -1.25  -1.65  -0.70



Entry 16:
C5H10O | ωB97M-V with the def2-TZVPD basis set

**2S+1**: 1
**LUMO**: 1.19 eV
**Net charge**: 0
**SMILES**: COC1CCC1
**HOMO**: -9.59 eV
**Orbital gap**: 10.8 eV
**E_tot**: -7393.4368 eV

Positions of all 16 atoms, in Å:
C  -1.72  0.56  1.52
O  -0.96  1.07  0.45
C  -0.39  0.06  -0.34
C  0.72  -0.83  0.29
C  1.58  -0.56  -0.97
C  0.63  0.60  -1.35
H  -1.09  0.01  2.23
H  -2.51  -0.11  1.16
H  -2.17  1.42  2.03
H  -1.18  -0.54  -0.81
H  1.13  -0.36  1.18
H  0.46  -1.87  0.50
H  1.55  -1.39  -1.68
H  2.63  -0.30  -0.79
H  1.01  1.57  -1.02
H  0.31  0.67  -2.40



Entry 17:
C5H10O | ωB97M-V with the def2-TZVPD basis set

**2S+1**: 1
**LUMO**: 1.11 eV
**Net charge**: 0
**SMILES**: CC/C=C\OC
**HOMO**: -8.56 eV
**Orbital gap**: 9.7 eV
**E_tot**: -7392.9040 eV

Positions of all 16 atoms, in Å:
C  2.19  -0.41  -0.35
C  0.75  -0.56  0.13
C  -0.08  0.15  -0.91
C  -0.85  1.19  -0.61
O  -1.44  1.28  0.61
C  -2.01  0.02  1.01
H  2.43  0.65  -0.48
H  2.91  -0.86  0.34
H  2.30  -0.89  -1.33
H  0.52  -1.62  0.31
H  0.64  -0.04  1.10
H  0.14  -0.07  -1.95
H  -0.99  2.05  -1.27
H  -2.26  0.15  2.06
H  -2.89  -0.19  0.40
H  -1.36  -0.86  0.93



Entry 18:
C5H10O | ωB97M-V with the def2-TZVPD basis set

**2S+1**: 1
**LUMO**: 1.08 eV
**Net charge**: 0
**SMILES**: C=CC[C@@H](C)O
**HOMO**: -9.59 eV
**Orbital gap**: 10.7 eV
**E_tot**: -7393.8338 eV

Positions of all 16 atoms, in Å:
C  -2.44  0.09  0.14
C  -1.42  -0.58  -0.41
C  -0.14  -0.93  0.28
C  1.07  -0.22  -0.38
C  1.09  1.26  -0.05
O  2.31  -0.81  -0.02
H  -2.45  0.39  1.19
H  -3.29  0.36  -0.44
H  -1.49  -0.82  -1.48
H  -0.19  -0.69  1.37
H  0.03  -1.98  0.16
H  1.02  -0.36  -1.47
H  1.90  1.75  -0.61
H  0.13  1.79  -0.24
H  1.36  1.36  1.05
H  2.53  -0.63  0.92



Entry 19:
C5H10O | ωB97M-V with the def2-TZVPD basis set

**2S+1**: 1
**LUMO**: 1.04 eV
**Net charge**: 0
**SMILES**: C[C@H]1CCC1=O.[H][H]
**HOMO**: -9.43 eV
**Orbital gap**: 10.5 eV
**E_tot**: -7392.8892 eV

Positions of all 16 atoms, in Å:
C  1.64  -0.91  -0.18
C  0.45  -0.20  0.44
C  0.29  1.32  0.15
C  -0.89  1.03  -0.82
C  -0.78  -0.44  -0.45
O  -1.34  -1.44  -0.82
H  1.50  -2.00  -0.11
H  1.72  -0.66  -1.25
H  2.58  -0.64  0.31
H  0.34  -0.48  1.49
H  0.00  1.91  1.02
H  1.16  1.79  -0.32
H  -1.85  1.51  -0.60
H  -0.67  1.17  -1.88
H  -2.04  -0.71  1.76
H  -2.13  -1.25  1.26



Entry 20:
C5H10O | ωB97M-V with the def2-TZVPD basis set

**2S+1**: 1
**LUMO**: 0.78 eV
**Net charge**: 0
**HOMO**: -6.54 eV
**Orbital gap**: 7.3 eV
**E_tot**: -7389.7343 eV

Positions of all 16 atoms, in Å:
C  1.90  -0.82  -0.18
O  0.90  0.19  -0.33
C  0.30  0.78  0.99
C  -1.04  1.14  0.65
C  -1.81  -0.01  0.03
C  -0.85  -0.28  -1.05
H  1.55  -1.63  0.48
H  2.12  -1.22  -1.17
H  2.81  -0.39  0.24
H  0.40  -0.08  1.67
H  0.96  1.59  1.29
H  -1.20  2.13  0.21
H  -2.78  0.33  -0.36
H  -1.96  -0.86  0.70
H  -0.43  -1.27  -1.25
H  -0.86  0.39  -1.90